[1]
Computed, not measured: a 14-piece molecular cluster, C72H139FO39 overall, with wB97M-V/def2-TZVPD.

Structure (XYZ):
```
251
C72H139FO39 (wB97M-V/def2-TZVPD)
C 19.59074 11.46748 20.57222
C 18.21339 11.87581 20.19926
C 17.17770 11.51514 21.29368
O 16.58263 12.79705 21.51370
C 17.15917 13.76690 20.76291
O 16.77583 14.91429 20.84420
O 18.18923 13.31303 20.07263
H 19.98096 12.02482 21.41290
H 20.23156 11.73564 19.72633
H 19.66062 10.36527 20.65678
H 17.81942 11.54817 19.20128
H 17.64756 11.27442 22.23381
H 16.40714 10.82016 20.87298
C 13.82740 14.25935 12.09539
C 12.41595 14.60964 12.46231
C 11.48898 14.94546 11.37133
O 10.24341 14.36634 11.73576
C 10.60055 13.28814 12.49177
O 9.92632 12.32813 12.64210
O 11.82869 13.47259 13.07641
H 13.82126 13.33317 11.53311
H 14.56221 14.23645 12.88215
H 14.06649 15.05554 11.39952
H 12.53114 15.42017 13.18818
H 11.80496 14.47395 10.46076
H 11.28633 16.00394 11.21330
C 14.11264 24.30073 17.24433
C 13.53451 23.28550 18.16463
C 13.04534 21.97255 17.56284
O 13.62465 20.89534 18.40420
C 14.51560 21.50800 19.23252
O 15.28789 20.97142 19.96757
O 14.54088 22.84051 19.05226
H 15.14218 23.95518 17.15250
H 14.09884 25.30418 17.69437
H 13.70754 24.36807 16.21847
H 12.72641 23.64147 18.86091
H 13.54870 21.75651 16.64831
H 11.96810 21.87383 17.57941
C 17.60933 14.61788 11.18845
C 17.86567 16.10640 11.63680
C 18.78091 16.93512 10.68688
O 17.84727 17.81732 10.05861
C 16.66133 17.78959 10.67205
O 15.77049 18.48438 10.36377
O 16.62126 16.84594 11.65657
H 17.26002 14.58525 10.16682
H 17.04982 14.05691 11.92915
H 18.55864 14.08271 11.16370
H 18.24068 16.04715 12.61770
H 19.30769 16.36715 10.01181
H 19.50145 17.51325 11.24272
C 14.98572 13.24889 16.56806
C 15.22978 13.82434 18.00280
C 14.07764 14.64698 18.56036
O 13.26414 13.60779 19.14402
C 14.05586 12.61849 19.51248
O 13.68566 11.80893 20.33547
O 15.24669 12.69489 18.94196
H 14.48437 14.10485 16.04813
H 14.31916 12.39350 16.48478
H 15.91764 13.05737 16.10842
H 16.20239 14.36230 18.12826
H 13.50946 15.07344 17.72616
H 14.36885 15.38267 19.30859
C 20.00908 16.13366 18.36630
C 19.00358 15.66538 17.26197
C 18.41761 16.86155 16.53841
O 18.44520 16.44798 15.19547
C 19.17945 15.34165 15.00105
O 19.35618 14.83223 13.92324
O 19.65112 14.89308 16.16622
H 19.51664 16.66350 19.19049
H 20.80364 16.82694 17.98638
H 20.46281 15.19897 18.67505
H 18.19156 15.07783 17.69271
H 18.92719 17.80719 16.75935
H 17.40295 16.97561 16.87591
F 12.90442 18.07390 13.27317
C 11.69106 18.40156 12.75234
C 10.62557 18.61696 13.64207
C 9.42664 19.01748 13.10101
C 9.28994 19.19910 11.74132
C 10.37078 19.10282 10.86516
C 11.61409 18.62842 11.32765
H 10.75064 18.58281 14.70899
H 8.62289 19.09718 13.76336
H 8.35878 19.57559 11.31943
H 10.31592 19.20671 9.79391
H 12.50948 18.36334 10.79708
C 10.91220 25.77867 14.00862
O 11.28728 24.40959 14.20935
C 11.72725 23.84580 12.94454
C 12.26406 22.46017 13.09667
O 13.56928 22.48287 13.63805
C 14.00289 21.13409 13.72484
C 15.40306 21.02639 14.23641
O 15.43499 21.39794 15.60711
C 16.76506 21.48598 16.12836
H 10.02402 25.91630 13.40786
H 11.74200 26.39056 13.62193
H 10.65718 26.15381 15.00506
H 12.57474 24.46376 12.59559
H 10.86540 23.89218 12.25846
H 12.37600 21.87408 12.14968
H 11.56775 21.87428 13.67707
H 13.99268 20.76920 12.66251
H 13.34259 20.52755 14.35295
H 16.09043 21.56486 13.69465
H 15.73930 20.02709 14.25007
H 17.21050 22.50154 16.00739
H 17.48143 20.83944 15.52978
H 16.73066 21.15503 17.12723
C 19.50452 25.18005 23.12111
O 19.42408 26.58230 23.45576
C 18.10991 26.93252 23.59510
C 17.92961 28.26213 24.17409
O 18.32219 28.22383 25.50771
C 19.10312 29.30967 25.89706
C 19.81767 29.12005 27.18254
O 19.07199 29.48473 28.31230
C 18.01497 28.54927 28.68016
H 19.41303 24.57959 24.00899
H 20.50880 25.02310 22.76928
H 18.78217 24.93910 22.32630
H 17.57166 26.18552 24.22730
H 17.66102 26.87861 22.55429
H 16.86304 28.53231 24.07536
H 18.42836 29.06088 23.59394
H 18.58790 30.25175 25.94615
H 19.79347 29.45518 25.06040
H 20.70567 29.75078 27.25280
H 20.22577 28.09267 27.25737
H 18.42779 27.57502 28.97605
H 17.30792 28.36782 27.90126
H 17.54902 28.96564 29.60158
C 21.56089 21.85084 22.02644
O 21.42974 20.56664 21.49122
C 22.06480 19.59048 22.30926
C 21.77913 18.23212 21.70241
O 20.42701 17.79439 21.81018
C 20.05254 17.31808 23.08688
C 18.64206 16.83029 22.99758
O 17.75623 17.98447 22.97606
C 16.38177 17.52834 22.76269
H 20.85464 22.52252 21.56015
H 22.57920 22.19637 21.95333
H 21.25771 21.79662 23.08988
H 21.71615 19.55944 23.33227
H 23.13041 19.72805 22.38403
H 22.52492 17.60280 22.20602
H 22.02794 18.21571 20.66520
H 20.23592 18.07775 23.83958
H 20.72299 16.51817 23.31736
H 18.35445 16.16420 23.79918
H 18.50037 16.18247 22.07970
H 16.29885 16.95378 21.85887
H 15.72834 18.42912 22.78095
H 16.16320 16.84489 23.65222
C 16.85984 25.13464 19.73607
O 18.07904 25.91201 19.88543
C 18.97230 25.85632 18.76326
C 20.11276 26.77459 19.14691
O 19.82690 28.19360 19.14957
C 19.13756 28.68367 20.30479
C 19.54292 30.09158 20.48861
O 19.92780 30.28270 21.86013
C 20.52315 31.53912 22.05713
H 16.00255 25.75024 19.44778
H 16.72592 24.68873 20.70002
H 17.02213 24.39244 18.93094
H 18.51560 26.14577 17.84754
H 19.50824 24.84496 18.56635
H 20.99962 26.71864 18.52940
H 20.42359 26.54398 20.15665
H 19.49911 28.11814 21.17095
H 18.06049 28.47766 20.10386
H 18.73108 30.77986 20.20726
H 20.34216 30.44229 19.79738
H 19.77263 32.29300 22.00426
H 21.28495 31.73211 21.27012
H 20.95614 31.61430 23.05099
C 14.61826 25.23966 23.53867
O 13.75407 24.15903 23.64192
C 13.99128 23.11703 24.52692
C 14.72137 21.92542 23.89152
O 16.06740 21.93746 24.31480
C 17.00784 21.40434 23.33280
C 18.24038 20.87306 23.93493
O 19.12628 21.88111 24.45798
C 18.79439 22.33037 25.77462
H 13.99946 25.94748 23.05177
H 15.62531 25.01159 23.12677
H 14.86055 25.58487 24.54647
H 12.99586 22.79054 24.85220
H 14.43742 23.50215 25.44277
H 14.58504 22.05204 22.82247
H 14.26068 21.00945 24.23258
H 17.31692 22.25172 22.59334
H 16.61747 20.54750 22.72248
H 18.79804 20.43577 23.08829
H 17.96850 20.15410 24.72848
H 18.95255 21.57417 26.55512
H 17.75594 22.64005 25.80779
H 19.49886 23.13694 25.96500
C 19.69842 23.33251 12.03766
O 20.30103 24.16394 13.03370
C 19.37373 25.00336 13.66016
C 19.96290 25.55583 14.93771
O 20.07617 24.66558 16.05479
C 21.09314 23.68207 15.87340
C 21.05761 22.94328 17.17338
O 22.17813 22.15067 17.31217
C 22.12029 21.17846 18.36560
H 18.91062 23.88672 11.44732
H 19.29718 22.41621 12.49868
H 20.40683 23.03006 11.28022
H 18.46626 24.43289 13.95364
H 19.04747 25.82449 13.01210
H 19.31458 26.44667 15.30158
H 20.89786 25.98697 14.64102
H 22.08173 24.14091 15.64016
H 20.91223 22.89460 15.08748
H 20.20430 22.26132 17.20434
H 21.05289 23.54711 18.08905
H 21.36984 20.36555 18.13256
H 21.74736 21.69253 19.31396
H 23.13409 20.78886 18.51314
C 14.24121 16.97742 15.90023
O 14.93867 16.88047 17.10123
C 14.67149 17.95924 17.94788
C 15.73389 18.11553 19.01731
O 16.92307 18.63655 18.50345
C 17.76354 18.95396 19.59446
C 18.88446 19.75476 18.97206
O 18.64395 21.08908 18.54137
C 18.59168 21.93146 19.74830
H 14.03781 18.01019 15.67047
H 13.27129 16.44071 15.88246
H 14.82279 16.62218 15.01216
H 13.65562 17.87035 18.32039
H 14.66337 18.88422 17.38998
H 15.85099 17.13663 19.47286
H 15.35667 18.86170 19.75091
H 18.20457 18.16485 20.09515
H 17.22355 19.59255 20.28689
H 19.16399 19.27375 18.04914
H 19.82442 19.73059 19.62222
H 17.61552 22.03957 20.33710
H 18.75880 22.93459 19.40397
H 19.42355 21.67766 20.44473
```

Computed properties:
HOMO energy: -9.2075 eV
M: 1647.86 g mol⁻¹
Orbital gap: 0.34990 Eh

***

[2]
Computed, not measured: a 2-piece molecular cluster, C7H14N2S overall, with wB97M-V/def2-TZVPD.

Structure (XYZ):
```
24
C7H14N2S (wB97M-V/def2-TZVPD)
C -2.14635 0.14353 3.55045
C -1.82055 -1.24350 3.00498
C -1.48848 -1.18337 1.59366
C -0.46620 -2.06182 0.96940
N -0.28884 -1.49981 -0.29790
C -1.15906 -0.41753 -0.39934
N -1.75703 -0.14412 0.74702
H -2.56632 -0.19289 4.54018
H -2.98308 0.69563 3.03707
H -1.23260 0.64483 3.50629
H -1.02184 -1.80119 3.72582
H -2.83704 -1.72650 3.15559
H -0.00137 -2.97775 1.43474
H 0.15359 -1.91960 -0.98296
H -1.41108 0.16452 -1.37532
C 1.59537 2.71508 -2.46683
S 1.49324 0.98070 -1.94774
C 3.29083 0.65236 -2.05014
H 1.56431 2.77511 -3.59942
H 0.65214 3.20752 -2.17078
H 2.24417 3.41546 -2.18789
H 3.63718 0.07275 -1.11756
H 3.80682 1.59295 -2.07459
H 3.59094 0.23689 -3.08417
```

Computed properties:
HOMO energy: -7.8560 eV
M: 158.27 g mol⁻¹
Structure (SMILES): CCc1c[nH]cn1.CSC
Orbital gap: 0.31731 Eh

***

[3]
Computed, not measured: a 11-piece molecular cluster, C4H20BO18 overall, with wB97M-V/def2-TZVPD.

Structure (XYZ):
```
43
C4H20BO18 (wB97M-V/def2-TZVPD)
O 0.03895 2.45120 0.07778
C -0.04901 1.25105 0.08335
O 0.50935 0.41853 0.92645
B -0.05323 -0.94758 0.72104
O -0.88680 -0.81933 -0.49022
C -0.85709 0.42224 -0.92657
O -1.36150 0.83497 -1.93476
O -0.74708 -1.41766 1.91227
C -0.28057 -2.61262 2.26887
O -0.74440 -3.31717 3.11215
C 0.91759 -2.93275 1.34502
O 1.02021 -1.93463 0.48296
O 1.63870 -3.88566 1.41558
O -3.43997 -0.37103 -3.91833
H -2.80814 -0.39471 -3.18590
H -4.24676 -0.76732 -3.57591
O 0.13469 4.79323 -1.91125
H -0.15822 4.07003 -1.34333
H 0.63523 4.36199 -2.60877
O -3.09128 -1.92816 4.19383
H -2.24646 -2.39960 4.15176
H -3.05703 -1.34581 3.42996
O 2.57301 1.28187 3.57234
H 2.31333 0.74253 2.81803
H 2.36168 2.18669 3.29826
O 2.06020 -0.76797 -2.24165
H 1.77758 -0.10648 -2.88015
H 1.29021 -1.33269 -2.10451
O -3.69859 2.47565 -3.67523
H -3.93480 2.24251 -2.77295
H -3.51778 1.61528 -4.08861
O -1.10105 1.68856 -4.74356
H -0.35511 1.19506 -4.39670
H -1.66420 1.84722 -3.97430
O 1.25106 3.64369 2.38548
H 1.07385 3.07941 1.61436
H 0.50479 3.48051 2.97055
O 3.88425 -0.28643 0.08244
H 3.85381 0.64801 -0.13867
H 3.17793 -0.68151 -0.44700
O 2.13313 -5.65180 3.70561
H 2.07449 -5.03644 2.95922
H 3.07501 -5.79287 3.83104
```

Computed properties:
HOMO energy: -8.5234 eV
Total charge: -1
M: 367.00 g mol⁻¹
Orbital gap: 0.38273 Eh

***

[4]
Computed, not measured: a 13-piece molecular cluster, H26O13 overall, with wB97M-V/def2-TZVPD.

Structure (XYZ):
```
39
H26O13 (wB97M-V/def2-TZVPD)
O -1.94124 1.10305 2.37837
H -1.95401 1.95955 1.91830
H -1.03752 0.92621 2.58924
O -2.09624 -2.35541 -2.16822
H -2.59603 -2.22322 -1.35758
H -2.04090 -1.48117 -2.53639
O 3.27566 1.84100 0.19716
H 4.07088 2.29370 -0.05071
H 3.35930 0.93083 -0.13655
O -3.12990 -1.36789 0.33261
H -3.57051 -0.56441 0.70239
H -2.85149 -1.92100 1.08516
O 3.37713 -0.52934 -0.83090
H 3.59939 -1.38675 -0.45195
H 2.48739 -0.74631 -1.07779
O -0.53967 2.76035 -3.03384
H -0.52330 1.83112 -2.88478
H -1.48173 2.91125 -2.95071
O 0.65769 -2.47188 2.15336
H 0.68356 -2.33205 1.16518
H 1.31385 -1.83379 2.45029
O 0.39110 -1.74102 -0.44324
H 0.12698 -0.83609 -0.30287
H -0.21552 -2.00068 -1.19203
O -0.98348 0.64026 -0.76617
H -0.75822 1.54321 -0.42180
H -1.57761 0.22675 -0.12742
O 0.38687 3.01179 -0.01569
H 1.33212 2.73909 -0.01066
H 0.25439 3.22065 -0.94522
O -2.00954 -2.97312 2.06941
H -1.97920 -3.89053 1.76038
H -1.12757 -2.59111 2.12070
O 0.99210 0.30085 -2.80516
H 1.23713 1.06169 -3.36677
H 0.88121 0.64173 -1.90574
O 1.14403 0.73366 3.00417
H 1.67165 1.24067 3.63109
H 1.17124 1.32835 2.22438
```

Computed properties:
HOMO energy: -11.2196 eV
M: 234.20 g mol⁻¹
Orbital gap: 0.41353 Eh

***

Copy entry 4 word for word.
Computed, not measured: a 13-piece molecular cluster, H26O13 overall, with wB97M-V/def2-TZVPD.

Structure (XYZ):
```
39
H26O13 (wB97M-V/def2-TZVPD)
O -1.94124 1.10305 2.37837
H -1.95401 1.95955 1.91830
H -1.03752 0.92621 2.58924
O -2.09624 -2.35541 -2.16822
H -2.59603 -2.22322 -1.35758
H -2.04090 -1.48117 -2.53639
O 3.27566 1.84100 0.19716
H 4.07088 2.29370 -0.05071
H 3.35930 0.93083 -0.13655
O -3.12990 -1.36789 0.33261
H -3.57051 -0.56441 0.70239
H -2.85149 -1.92100 1.08516
O 3.37713 -0.52934 -0.83090
H 3.59939 -1.38675 -0.45195
H 2.48739 -0.74631 -1.07779
O -0.53967 2.76035 -3.03384
H -0.52330 1.83112 -2.88478
H -1.48173 2.91125 -2.95071
O 0.65769 -2.47188 2.15336
H 0.68356 -2.33205 1.16518
H 1.31385 -1.83379 2.45029
O 0.39110 -1.74102 -0.44324
H 0.12698 -0.83609 -0.30287
H -0.21552 -2.00068 -1.19203
O -0.98348 0.64026 -0.76617
H -0.75822 1.54321 -0.42180
H -1.57761 0.22675 -0.12742
O 0.38687 3.01179 -0.01569
H 1.33212 2.73909 -0.01066
H 0.25439 3.22065 -0.94522
O -2.00954 -2.97312 2.06941
H -1.97920 -3.89053 1.76038
H -1.12757 -2.59111 2.12070
O 0.99210 0.30085 -2.80516
H 1.23713 1.06169 -3.36677
H 0.88121 0.64173 -1.90574
O 1.14403 0.73366 3.00417
H 1.67165 1.24067 3.63109
H 1.17124 1.32835 2.22438
```

Computed properties:
HOMO energy: -11.2196 eV
M: 234.20 g mol⁻¹
Orbital gap: 0.41353 Eh

***

> Look up the HOMO energy of the first one.

-9.2075 eV

***

> Among the records above, which one has the lowest HOMO energy?

H26O13